ORCA calculation (ωB97M-V/def2-TZVPD) on an isolated ion of composition C4H8NO and charge +1 at a distorted geometry.

Output
Spin multiplicity   1
SMILES   OC[N+]1=CCC1
Net charge   +1
Energy relative to the best compared isomer or geometry (same formula, charge and spin)   54.0 kcal/mol
Total energy   -7805.7600 eV
Kohn-Sham gap   11.072 eV

The geometry in XYZ format:
```
14
Properties=species:S:1:pos:R:3:forces:R:3
C 0.60433 -0.48807 -1.78283 -3.8 3.1 -0.5
C -0.59651 -0.94644 -0.84490 1.1 0.4 -1.5
C 0.88946 0.50805 -0.64579 -1.3 -0.3 -0.9
C -0.45070 0.25436 1.51575 2.5 1.1 2.0
N -0.01055 -0.03433 0.08631 -0.4 3.1 3.1
O -0.34759 1.65160 1.92890 -1.1 -1.9 -2.9
H 1.47834 -1.01095 -1.89748 1.6 -2.1 -0.9
H 0.05480 -0.09977 -2.70146 1.7 -0.1 0.8
H -1.64267 -0.80146 -1.19908 0.9 0.4 0.4
H -0.46485 -1.87768 -0.46080 0.0 -3.1 0.8
H 1.46745 1.40885 -0.42382 0.2 -0.5 0.0
H -1.50211 0.01474 1.49411 -0.1 -0.6 0.5
H 0.20976 1.75216 2.67411 1.0 -0.1 1.1
H 0.31083 -0.33105 2.25698 -2.4 0.7 -2.0
```
Positions in Å, forces in eV/Å.

Atom charges from the Löwdin analysis, given in e for atoms 1 to 6: number 1, C, carries -0.0039; number 2, C, carries -0.0512; number 3, C, carries 0.1111; number 4, C, carries -0.0834; number 5, N, carries -0.0525; number 6, O, carries -0.0145

---

ORCA calculation (ωB97M-V/def2-TZVPD) on a 2-piece molecular cluster, C4H8NO2 overall.

Output
Spin multiplicity   1
Net charge   -1
Energy relative to the best compared isomer or geometry (same formula, charge and spin)   28.7 kcal/mol
Total energy   -9863.5405 eV
Kohn-Sham gap   8.467 eV

The geometry in XYZ format:
```
15
Properties=species:S:1:pos:R:3:forces:R:3
N 2.17040 0.25858 -0.17179 0.3 0.1 0.2
C 1.50213 -1.02738 -0.04525 -0.7 -0.5 0.1
C -0.39502 -1.08828 1.58871 0.0 0.1 -0.2
C 0.89790 -1.20560 1.32618 0.6 0.0 0.1
H 1.43932 0.95786 -0.10458 -0.1 0.1 -0.2
H 2.55918 0.34657 -1.10428 -0.1 0.0 0.0
H 2.21249 -1.84564 -0.20832 0.2 0.1 0.0
H 0.67584 -1.16416 -0.74962 0.1 0.2 -0.2
H -0.78719 -1.25958 2.58557 0.0 0.1 0.0
H -1.07572 -0.74085 0.81494 0.0 -0.1 0.1
H 1.62545 -1.41002 2.11358 -0.2 -0.1 0.1
O -2.16797 1.41818 0.01148 0.0 0.1 -0.2
C -1.76119 1.14885 -1.13664 0.1 -0.4 0.1
O -0.67031 0.63241 -1.48388 -0.1 0.3 0.0
H -2.48296 1.34267 -1.98023 0.0 0.1 0.0
```
Positions in Å, forces in eV/Å.

Atom charges from the Löwdin analysis, given in e for atoms 1 to 6: number 1, N, carries -0.0144; number 2, C, carries -0.3422; number 3, C, carries 0.0031; number 4, C, carries -0.2020; number 5, H, carries 0.0534; number 6, H, carries 0.0518

---

ORCA calculation (ωB97M-V/def2-TZVPD) on a 2-piece molecular cluster, C4H8NO2 overall at a distorted geometry.

Output
Spin multiplicity   1
Net charge   -1
Energy relative to the best compared isomer or geometry (same formula, charge and spin)   38.7 kcal/mol
Total energy   -9863.1079 eV
Kohn-Sham gap   8.109 eV

The geometry in XYZ format:
```
15
Properties=species:S:1:pos:R:3:forces:R:3
O -2.33199 0.42586 1.31162 0.0 0.0 0.0
C -1.22832 0.13416 0.79698 0.3 -0.2 0.2
N -0.81106 -1.05650 0.39967 -0.3 0.3 0.0
C 0.88042 -1.98322 -0.47079 -0.3 0.1 0.1
O 0.96453 -3.12144 -0.03294 0.1 -0.3 -0.1
C -0.20144 1.25509 0.64886 0.6 1.0 0.1
C 0.49720 1.38571 -0.71714 -0.5 -0.2 -0.5
H -1.55091 -1.73130 0.58189 0.1 -0.1 -0.1
H 0.41994 -1.76769 -1.45179 0.1 -0.1 0.0
H 1.51607 -1.17213 -0.08707 0.1 0.1 0.0
H 0.58660 1.20591 1.41140 -0.2 -0.5 0.1
H -0.70709 2.18963 0.90130 -0.2 -0.1 -0.2
H 1.58535 1.44242 -0.68878 0.0 0.0 0.2
H 0.24198 0.52930 -1.34572 0.1 0.0 0.1
H 0.13872 2.26420 -1.25749 0.0 0.1 0.0
```
Positions in Å, forces in eV/Å.

Atom charges from the Löwdin analysis, given in e for atoms 1 to 6: number 1, O, carries -0.1033; number 2, C, carries -0.6650; number 3, N, carries 0.0547; number 4, C, carries -0.3362; number 5, O, carries -0.1378; number 6, C, carries -0.1961

---

ORCA calculation (ωB97M-V/def2-TZVPD) on C4H8NO2 as an isolated structure at a distorted geometry.

Output
Spin multiplicity   1
Net charge   -1
Energy relative to the best compared isomer or geometry (same formula, charge and spin)   197.9 kcal/mol
Total energy   -9856.2061 eV
Kohn-Sham gap   6.125 eV

The geometry in XYZ format:
```
15
Properties=species:S:1:pos:R:3:forces:R:3
C 1.38975 -0.53577 0.19100 1.4 1.3 -3.4
N 0.19142 -1.44934 0.47524 -2.6 2.7 -0.2
C 1.18295 0.84005 0.95670 0.7 -0.7 0.1
C -1.10537 -0.87508 0.07849 2.1 -1.1 0.2
C -1.65336 0.38954 -0.84835 0.0 0.8 0.7
O -2.11490 1.28636 0.01754 0.4 -0.5 -0.2
O 2.67291 -0.93911 0.14829 -2.4 -0.7 1.3
H 1.17315 -0.15592 -0.91280 -0.3 -0.4 1.3
H 0.48112 1.55561 0.55518 -0.9 -0.4 0.0
H 2.11743 1.10860 0.54962 1.4 1.4 0.2
H 1.25804 0.87006 2.05064 -0.2 -0.4 -0.2
H -1.89570 -1.44224 0.57117 0.0 0.0 -0.4
H -0.40819 -1.33238 -0.75416 0.2 -1.2 -0.3
H -0.84040 0.70718 -1.55699 -0.1 -0.1 0.5
H -2.44886 -0.02756 -1.52156 0.3 -0.6 0.3
```
Positions in Å, forces in eV/Å.

Atom charges from the Löwdin analysis, given in e for atoms 1 to 6: number 1, C, carries -0.6598; number 2, N, carries 0.1401; number 3, C, carries -0.0487; number 4, C, carries -0.0791; number 5, C, carries -0.4797; number 6, O, carries -0.2800

---

ORCA calculation (ωB97M-V/def2-TZVPD) on an isolated ion of composition C4H8NO2 and charge -1 at a distorted geometry.

Output
Spin multiplicity   1
SMILES   CN[C@@H](C)C(=O)[O-]
Net charge   -1
Energy relative to the best compared isomer or geometry (same formula, charge and spin)   50.3 kcal/mol
Total energy   -9862.6048 eV
Kohn-Sham gap   7.872 eV

The geometry in XYZ format:
```
15
Properties=species:S:1:pos:R:3:forces:R:3
C 1.47981 1.30968 -0.99323 -1.2 2.8 -1.5
N 0.01039 1.17514 -1.10763 -0.1 -0.3 -0.7
C -1.30956 -1.00038 -0.85150 0.6 0.3 0.2
C -0.71190 0.27789 -0.26469 -1.4 -0.3 3.6
C 0.08996 -0.45440 0.95979 -6.4 1.9 0.0
O -0.81984 -0.82758 1.73494 0.2 -0.8 1.2
O 1.25526 -0.57287 1.04248 5.5 -0.8 0.0
H 1.89940 0.54028 -0.40190 0.5 -0.5 0.7
H 1.60988 2.38560 -0.53806 0.6 -2.0 -0.8
H 1.87707 1.25804 -2.05824 -0.1 0.3 1.3
H -0.29641 1.15857 -2.07486 0.1 -0.1 0.2
H -0.48714 -1.69026 -1.00087 0.1 -0.3 -0.7
H -1.97076 -1.49330 -0.14525 -0.1 0.3 0.0
H -1.82199 -0.73911 -1.73304 -0.8 -0.1 -1.6
H -1.65599 0.76097 0.38406 2.4 -0.5 -1.9
```
Positions in Å, forces in eV/Å.

Atom charges from the Löwdin analysis, given in e for atoms 1 to 6: number 1, C, carries -0.1304; number 2, N, carries -0.1113; number 3, C, carries -0.1063; number 4, C, carries -0.3560; number 5, C, carries -0.7800; number 6, O, carries -0.1164

---

ORCA calculation (ωB97M-V/def2-TZVPD) on C4H8NO2 as an isolated structure at a distorted geometry.

Output
Spin multiplicity   2
Net charge   -2
Energy relative to the best compared isomer or geometry (same formula, charge and spin)   156.3 kcal/mol
Total energy   -9853.7725 eV
Kohn-Sham gap (spin up / spin down)   4.788 / 5.532 eV

The geometry in XYZ format:
```
15
Properties=species:S:1:pos:R:3:forces:R:3
C 0.01807 -0.63250 -0.08623 1.5 0.0 -0.6
C 1.41953 -1.03594 -0.36197 0.0 0.5 0.7
C 2.47634 -0.22464 0.00684 0.2 -0.5 0.0
O 3.72715 -0.38028 -0.21632 -0.1 0.0 0.1
N -0.39446 0.03481 1.14154 -0.7 -0.7 0.5
C -1.84357 0.10326 1.17590 -2.5 -0.8 -3.5
O -2.59926 0.88167 0.18029 1.0 2.1 1.1
H -0.70509 -0.95706 -0.83357 -0.5 -0.1 0.5
H -0.01123 0.57048 0.03702 -0.2 0.7 -0.5
H -0.84717 1.41944 -1.87578 -0.1 0.0 0.0
H 1.68002 -1.95621 -0.88378 -0.3 0.0 -0.2
H 2.15477 0.65797 0.59984 0.1 0.2 -0.1
H -2.24186 0.18170 2.19731 0.4 0.3 0.1
H -0.49327 2.01162 -1.60810 0.1 0.2 -0.1
H -2.33999 -0.67430 0.52700 1.0 -1.9 2.1
```
Positions in Å, forces in eV/Å.

Atom charges from the Löwdin analysis, given in e for atoms 1 to 6: number 1, C, carries -0.3403; number 2, C, carries -0.1792; number 3, C, carries -0.4854; number 4, O, carries -0.2672; number 5, N, carries -0.0622; number 6, C, carries -0.5484

---

Question: Among the records above, which one has the lowest energy relative to the best compared isomer or geometry (same formula, charge and spin)?
Answer: number 2

---

Copy entry 6 word for word.
ORCA calculation (ωB97M-V/def2-TZVPD) on C4H8NO2 as an isolated structure at a distorted geometry.

Output
Spin multiplicity   2
Net charge   -2
Energy relative to the best compared isomer or geometry (same formula, charge and spin)   156.3 kcal/mol
Total energy   -9853.7725 eV
Kohn-Sham gap (spin up / spin down)   4.788 / 5.532 eV

The geometry in XYZ format:
```
15
Properties=species:S:1:pos:R:3:forces:R:3
C 0.01807 -0.63250 -0.08623 1.5 0.0 -0.6
C 1.41953 -1.03594 -0.36197 0.0 0.5 0.7
C 2.47634 -0.22464 0.00684 0.2 -0.5 0.0
O 3.72715 -0.38028 -0.21632 -0.1 0.0 0.1
N -0.39446 0.03481 1.14154 -0.7 -0.7 0.5
C -1.84357 0.10326 1.17590 -2.5 -0.8 -3.5
O -2.59926 0.88167 0.18029 1.0 2.1 1.1
H -0.70509 -0.95706 -0.83357 -0.5 -0.1 0.5
H -0.01123 0.57048 0.03702 -0.2 0.7 -0.5
H -0.84717 1.41944 -1.87578 -0.1 0.0 0.0
H 1.68002 -1.95621 -0.88378 -0.3 0.0 -0.2
H 2.15477 0.65797 0.59984 0.1 0.2 -0.1
H -2.24186 0.18170 2.19731 0.4 0.3 0.1
H -0.49327 2.01162 -1.60810 0.1 0.2 -0.1
H -2.33999 -0.67430 0.52700 1.0 -1.9 2.1
```
Positions in Å, forces in eV/Å.

Atom charges from the Löwdin analysis, given in e for atoms 1 to 6: number 1, C, carries -0.3403; number 2, C, carries -0.1792; number 3, C, carries -0.4854; number 4, O, carries -0.2672; number 5, N, carries -0.0622; number 6, C, carries -0.5484

---

Copy entry 2 word for word.
ORCA calculation (ωB97M-V/def2-TZVPD) on a 2-piece molecular cluster, C4H8NO2 overall.

Output
Spin multiplicity   1
Net charge   -1
Energy relative to the best compared isomer or geometry (same formula, charge and spin)   28.7 kcal/mol
Total energy   -9863.5405 eV
Kohn-Sham gap   8.467 eV

The geometry in XYZ format:
```
15
Properties=species:S:1:pos:R:3:forces:R:3
N 2.17040 0.25858 -0.17179 0.3 0.1 0.2
C 1.50213 -1.02738 -0.04525 -0.7 -0.5 0.1
C -0.39502 -1.08828 1.58871 0.0 0.1 -0.2
C 0.89790 -1.20560 1.32618 0.6 0.0 0.1
H 1.43932 0.95786 -0.10458 -0.1 0.1 -0.2
H 2.55918 0.34657 -1.10428 -0.1 0.0 0.0
H 2.21249 -1.84564 -0.20832 0.2 0.1 0.0
H 0.67584 -1.16416 -0.74962 0.1 0.2 -0.2
H -0.78719 -1.25958 2.58557 0.0 0.1 0.0
H -1.07572 -0.74085 0.81494 0.0 -0.1 0.1
H 1.62545 -1.41002 2.11358 -0.2 -0.1 0.1
O -2.16797 1.41818 0.01148 0.0 0.1 -0.2
C -1.76119 1.14885 -1.13664 0.1 -0.4 0.1
O -0.67031 0.63241 -1.48388 -0.1 0.3 0.0
H -2.48296 1.34267 -1.98023 0.0 0.1 0.0
```
Positions in Å, forces in eV/Å.

Atom charges from the Löwdin analysis, given in e for atoms 1 to 6: number 1, N, carries -0.0144; number 2, C, carries -0.3422; number 3, C, carries 0.0031; number 4, C, carries -0.2020; number 5, H, carries 0.0534; number 6, H, carries 0.0518